(1)
# BrClFHN3O

A molecular structure, BrClFHN3O at a distorted geometry (wB97M-V/def2-TZVPD, the OMol25 dataset).

Its HOMO-LUMO gap (spin up / spin down) is 7.6 / 7.5 eV. Its net charge is -1. The value obtained for the energy relative to the best compared isomer or geometry (same formula, charge and spin) is 99.29 kcal per mole. The LUMO energy (spin up / spin down) is 0.09362 / 0.09824 Eh.

Geometry as XYZ:
```
8
Properties=species:S:1:pos:R:3:forces:R:3
Br -0.554527 -1.701768 -1.595049 -0.4 -0.2 -1.1
Cl -1.856371 0.681953 -0.456028 -0.2 0.6 0.3
F -0.025560 2.891047 -0.622933 -1.4 -2.4 0.7
O 1.427877 0.441293 1.468935 1.7 2.5 0.1
N 0.739954 -2.439019 -0.752414 0.9 -1.0 -0.7
N 0.146345 -1.378150 1.131983 -1.5 -1.2 0.8
N 0.751458 -0.466624 1.248560 -0.3 -0.7 0.7
H -0.629177 1.971271 -0.423053 1.2 2.4 -0.9
```
Positions in Å, forces in eV/Å.



(2)
# C6H39NO13

13 unconnected molecules or ions with the total composition C6H39NO13 at a distorted geometry (wB97M-V/def2-TZVPD, the OMol25 dataset).

Its HOMO-LUMO gap is 9.3 eV. The value obtained for the energy relative to the best compared isomer or geometry (same formula, charge and spin) is 195.32 kcal per mole. The LUMO energy is -0.01223 Eh.

Geometry as XYZ:
```
59
Properties=species:S:1:pos:R:3:forces:R:3
O 1.864918 0.092408 3.547058 0.7 0.4 0.3
O -1.076575 -3.221490 -2.842624 1.2 1.4 2.5
O -3.471278 0.619798 3.199323 2.0 3.7 0.0
O -2.219254 -3.461267 0.325052 -0.3 -1.4 0.6
O -2.256201 -1.226650 -1.432182 -0.9 1.7 0.9
O -0.261717 2.849979 3.099061 -0.1 -0.8 -2.3
O 2.552709 3.228718 1.928922 1.6 -2.1 -1.4
O 1.569596 2.570038 -4.298198 1.8 -1.4 1.4
O 1.908954 -2.061868 0.866513 1.0 -1.2 -0.4
O 0.144201 -3.677514 2.377423 -2.8 0.6 -2.9
O -1.444348 -1.606756 4.657190 -1.5 -2.1 -0.7
O 1.155246 0.712146 0.912942 1.6 2.3 1.0
O -0.998690 -0.977296 0.973264 -1.4 -0.6 -2.9
N -0.230758 0.964228 -1.409229 1.3 1.0 -1.6
C -1.296999 2.011526 -1.622350 1.2 -1.3 2.7
C 2.049629 -0.035557 -2.515027 -4.3 2.2 -1.7
C 3.334876 0.462986 -2.051716 4.6 -1.9 -0.6
C 0.520631 1.680006 -3.764406 0.3 -1.1 -0.3
C 0.957604 1.191361 -2.318588 -0.9 -1.2 -1.9
C -2.254881 1.940167 -0.377581 2.6 2.5 -1.7
H -1.836655 -2.471954 4.294164 1.0 2.0 0.8
H -0.148414 2.511537 2.142124 -0.5 0.5 2.4
H 1.278497 -1.635487 1.423688 -0.8 0.2 0.7
H 0.575163 -3.732114 3.193223 1.9 -0.9 1.0
H -0.502411 2.194360 -3.691428 2.2 -0.2 -0.7
H 0.377361 0.740348 -4.480209 0.3 1.9 1.3
H 1.636164 3.004616 2.132009 0.4 -0.3 0.2
H 2.545328 2.309923 -3.929829 -3.8 0.6 -1.2
H -0.547372 0.020249 -1.586878 -0.4 0.1 0.0
H -1.835224 1.807470 -2.571060 0.1 0.9 0.7
H -0.534023 -1.620934 4.373599 0.6 0.1 -0.3
H 1.541405 2.012245 -1.973824 0.1 0.8 0.8
H 0.847085 -0.135130 0.677832 -1.3 -0.9 -0.6
H 0.424703 -4.068819 1.518598 1.0 0.2 2.1
H -2.484345 -1.492022 -2.309396 -0.2 -0.1 -1.0
H 2.331369 0.586987 4.295719 -0.7 -0.7 -2.4
H 3.006810 2.390608 1.507266 -1.8 2.4 1.4
H -0.790879 2.160893 3.535168 0.5 0.1 -0.1
H -0.781071 2.970848 -1.411421 -0.3 -0.3 -1.5
H 3.357714 1.500635 -1.728690 0.1 -0.3 0.5
H 0.766565 1.363082 0.306772 -0.1 -0.9 -0.2
H 1.776260 -0.798211 -1.837347 -0.9 -1.3 0.1
H -2.807044 -0.428672 -1.226421 0.5 -1.1 -0.4
H 4.060040 0.388400 -2.917631 -0.4 0.4 0.8
H -1.259264 -3.345593 0.488349 -0.9 -0.6 0.2
H 3.829443 -0.322249 -1.320753 -0.9 2.1 -0.9
H 1.867154 -0.288749 -3.657330 1.0 -0.1 2.6
H -1.710595 2.024964 0.589332 -0.5 0.7 -0.8
H -0.565809 -2.809321 -2.043223 -0.9 -1.2 -2.4
H -1.949303 -3.170355 -2.432486 -0.1 -0.8 -0.2
H 1.924696 -1.604368 0.032758 0.1 0.4 -0.3
H -2.520162 0.978426 -0.390655 -2.2 -3.4 0.4
H -1.562378 -1.657921 1.338310 0.0 -0.4 1.3
H -2.969802 2.675619 -0.707360 -0.9 0.1 1.2
H -2.649042 1.233972 2.943852 -2.8 -2.7 0.6
H 2.114424 0.336402 2.600324 -0.2 0.3 2.2
H -2.546478 -4.322618 0.736436 1.2 1.8 -0.7
H -3.398873 -0.225728 2.799364 0.8 -1.0 -0.7
H -1.408699 -1.136310 0.032189 1.5 0.9 1.9
```
Positions in Å, forces in eV/Å.



(3)
# C9H19FOP

2 unconnected molecules or ions with the total composition C9H19FOP (wB97M-V/def2-TZVPD, the OMol25 dataset).

Its HOMO-LUMO gap is 4.6 eV. Its net charge is -1. The LUMO energy is 0.11608 Eh.

Geometry as XYZ:
```
31
Properties=species:S:1:pos:R:3:forces:R:3
P 0.989045 -0.331014 1.155274 0.9 0.0 -0.2
F 0.983878 -3.020583 1.618948 0.0 -0.1 0.2
O -1.222453 1.370901 -1.551623 0.0 0.1 -0.1
C -0.814992 -0.735716 1.099255 0.2 -0.1 0.7
C 1.142663 0.580136 2.803057 -0.5 -0.3 -0.3
C -2.181975 1.365787 -2.600940 0.1 -0.1 0.1
C 2.886341 -1.906190 2.432213 -0.2 -0.1 -0.6
C 0.103976 1.427560 -2.095326 0.0 0.1 -0.1
C -1.380273 -1.548448 2.259602 -0.6 -0.1 -0.2
C -0.048236 1.164667 -3.589109 0.0 -0.1 0.0
C -1.433747 1.737058 -3.874081 0.0 0.1 -0.1
C 1.925141 -1.929115 1.270471 -0.6 0.3 -0.4
H 0.744726 1.622318 -4.179950 0.0 0.0 0.0
H -0.040050 0.089342 -3.781750 0.0 0.0 0.0
H -2.614317 0.360146 -2.675212 0.0 0.0 -0.1
H -2.470975 -1.590188 2.170168 -0.1 0.0 0.0
H 3.568963 -1.068424 2.294950 0.2 0.1 0.1
H -2.983132 2.067783 -2.358710 0.0 0.0 0.0
H 0.815539 0.005135 3.667515 -0.1 0.1 0.2
H 0.735620 0.700782 -1.587837 -0.1 0.0 0.1
H -1.376972 2.824321 -3.974325 0.0 0.0 0.0
H -1.903101 1.336312 -4.773188 0.0 0.0 0.0
H 0.595638 1.517315 2.712611 -0.2 0.1 0.1
H 3.455886 -2.831224 2.405496 0.3 -0.1 0.2
H -1.019580 -2.569063 2.270695 0.2 0.0 0.0
H 0.510049 2.427656 -1.904695 0.0 0.0 0.0
H 2.387528 -1.825193 3.409467 0.1 0.0 0.2
H -1.333761 0.220130 1.081824 0.0 0.3 -0.2
H -1.034018 -1.214454 0.150090 0.1 -0.1 -0.2
H 2.189001 0.833050 2.926883 0.2 0.0 0.0
H -1.176415 -1.080784 3.218226 0.2 0.0 0.2
```
Positions in Å, forces in eV/Å.



(4)
# C3H8O3

3 unconnected molecules or ions with the total composition C3H8O3 at a distorted geometry (wB97M-V/def2-TZVPD, the OMol25 dataset).

Its HOMO-LUMO gap is 4.1 eV. The value obtained for the energy relative to the best compared isomer or geometry (same formula, charge and spin) is 201.40 kcal per mole. The LUMO energy is -0.16821 Eh.

Geometry as XYZ:
```
14
Properties=species:S:1:pos:R:3:forces:R:3
O 2.207539 -0.342603 1.505241 -0.6 0.3 0.1
O -2.136965 0.971404 0.654927 0.8 -1.8 -3.4
O 1.542349 -0.525177 -1.002092 -2.1 1.3 0.6
C -2.063544 0.327853 -0.434657 -1.9 0.5 2.9
C -0.844039 -0.129073 -1.079070 1.6 3.1 1.5
C 0.388965 0.354176 -0.464029 2.5 -3.2 -3.6
H 0.694188 1.381365 -0.779805 -0.6 -0.2 0.7
H 0.315552 0.235916 0.596948 0.6 0.3 1.9
H -2.993265 -0.049060 -0.910990 0.1 0.6 0.1
H 2.072415 -0.792071 -0.209002 -0.5 0.7 0.0
H -0.885729 -0.449398 -2.092287 0.2 -1.2 -0.4
H 0.073996 -2.024301 1.782219 -0.6 0.7 -0.1
H 0.493490 -2.593767 1.900228 0.5 -0.8 0.1
H 2.437665 0.144590 2.314618 0.0 -0.2 -0.4
```
Positions in Å, forces in eV/Å.



> What is the formula in the first record?

BrClFHN3O